{
  "formula": "C4H4N2",
  "method": "ωB97M-V with the def2-TZVPD basis set",
  "species": ["C", "C", "C", "C", "N", "N", "H", "H", "H", "H"],
  "xyz": [[0.673, 0.948, 0.640], [1.950, 0.767, 0.149], [1.175, -0.874, -0.491], [-1.337, -0.402, -0.146], [2.395, -0.356, -0.465], [0.092, -0.202, 0.146], [-0.008, 1.703, 0.848], [-1.446, -1.466, -0.122], [-1.868, 0.127, 0.583], [-1.625, -0.245, -1.141]],
  "e_tot_ha": -264.10942,
  "e_lumo_ev": [-0.991, -0.208],
  "gap_ev": [7.91, 8.70],
  "homo_energy_ha": [-0.3270, -0.3273],
  "e_above_lowest_kcal_mol": 136.18
}


{
  "formula": "C4H4N2",
  "method": "ωB97M-V with the def2-TZVPD basis set",
  "species": ["C", "C", "C", "N", "C", "N", "H", "H", "H", "H"],
  "xyz": [[-0.972, -0.574, -0.071], [0.349, 0.112, 0.331], [1.517, -0.501, -0.329], [2.413, -1.062, -0.795], [0.190, 1.550, 0.061], [-0.124, 2.649, -0.111], [-1.785, -0.105, 0.491], [-0.944, -1.642, 0.153], [-1.156, -0.427, -1.139], [0.512, -0.001, 1.410]],
  "e_tot_ha": -264.30242,
  "e_lumo_ev": 0.510,
  "gap_ev": 12.72,
  "smiles": "CC(C#N)C#N",
  "homo_energy_ha": -0.4487,
  "e_above_lowest_kcal_mol": 15.07
}


{
  "formula": "C4H4N2",
  "method": "ωB97M-V with the def2-TZVPD basis set",
  "species": ["N", "C", "C", "C", "C", "N", "H", "H", "H", "H"],
  "xyz": [[0.642, 0.286, -1.328], [0.478, -0.394, 0.569], [-0.290, 0.682, 0.122], [-1.256, 1.231, 0.693], [0.010, -1.729, 0.691], [-0.325, -2.826, 0.855], [-0.035, 0.450, -2.080], [1.561, 0.654, -1.574], [1.342, -0.109, 1.170], [-2.111, 1.814, 0.932]],
  "e_tot_ha": -264.06215,
  "e_lumo_ev": [-1.482, -0.381],
  "gap_ev": [6.18, 8.63],
  "homo_energy_ha": [-0.2817, -0.3312],
  "e_above_lowest_kcal_mol": 165.84
}